1.
C5H7N3 | the ωB97M-V functional and the def2-TZVPD basis

CARTESIAN COORDINATES (ANGSTROEM)
N  -2.28266  -1.00816  -0.01031
C  -1.34163  0.05213  -0.13619
N  -1.54347  1.32876  -0.07559
C  -0.34175  1.90155  -0.04644
C  0.63086  0.86611  -0.11478
N  -0.00511  -0.31180  -0.21433
C  1.19298  -1.16165  -0.05995
C  2.02874  0.24793  0.01280
H  -2.52097  -1.30300  0.98949
H  -3.30362  -0.83825  -0.68618
H  -0.33024  3.05424  0.25896
H  1.03353  -1.83425  0.88162
H  1.54593  -1.89486  -0.89549
H  2.51151  0.51045  0.98664
H  2.72590  0.39081  -0.89026

Molecular weight: 109.13 g/mol
Charge: 0
E_tot: -358.8762 Eh
Gap between HOMO and LUMO: 8.70 eV
E_HOMO: -0.2888 hartree
SMILES: Nc1ncc2n1CC2
LUMO level: 0.84 eV
Multiplicity: 1

---

2.
C5H7N3 | the ωB97M-V functional and the def2-TZVPD basis

CARTESIAN COORDINATES (ANGSTROEM)
C  -1.86993  -0.73964  -0.60458
C  -0.71612  -0.54916  0.43033
C  -0.24062  1.02043  0.43251
C  2.17520  0.62443  -0.41587
C  0.78801  -0.83532  0.18930
H  -2.82126  -0.39947  0.00482
H  -1.91886  -1.92099  -0.64574
H  -1.69707  0.04575  -1.51843
H  -0.86025  -0.55002  1.60907
H  -0.24924  1.50261  1.37018
H  -0.84708  1.87066  -0.15908
H  2.57379  1.49286  -0.61314
N  0.86998  0.38955  -0.18897
N  2.88421  -0.53108  -0.13918
N  1.92924  -1.42061  0.24878

Molecular weight: 109.13 g/mol
Charge: 0
E_tot: -358.8085 Eh
Gap between HOMO and LUMO: 10.17 eV
E_HOMO: -0.3486 hartree
LUMO level: 0.69 eV
Multiplicity: 1

---

3.
C5H7N3 | the ωB97M-V functional and the def2-TZVPD basis

CARTESIAN COORDINATES (ANGSTROEM)
C  -0.72844  -0.74200  0.70589
C  1.28028  0.55222  0.21356
C  0.01535  1.28830  -0.32194
C  0.24785  1.99734  -1.59121
C  0.74244  2.52850  -2.67691
H  -1.77247  -3.96270  0.51761
H  -1.88346  -2.75932  2.27646
H  -0.78910  -0.08134  1.68778
H  1.64923  0.98004  1.25211
H  2.26744  0.31675  -0.28583
H  -0.29010  2.14547  0.65672
H  1.51182  2.86624  -3.68144
N  -1.41871  -3.05471  1.11467
N  -0.98381  -1.98147  0.33225
N  0.15169  -0.09331  -0.19972

Molecular weight: 109.13 g/mol
Charge: 0
E_tot: -358.6375 Eh
Gap between HOMO and LUMO: 9.51 eV
E_HOMO: -0.3238 hartree
LUMO level: 0.70 eV
Multiplicity: 1

---

4.
C5H7N3 | the ωB97M-V functional and the def2-TZVPD basis

CARTESIAN COORDINATES (ANGSTROEM)
H  -1.99533  1.87768  -1.66660
N  -1.76396  1.24141  -0.86740
C  -0.65717  0.70405  -0.50301
N  0.68742  1.02786  -1.02303
C  1.63206  0.02190  -0.98274
N  1.96747  -0.73333  -0.04477
C  0.96867  -0.61010  1.10994
C  -0.48828  -0.27569  0.55758
C  -1.54946  -0.93312  1.11469
H  0.61293  1.45207  -1.99924
H  2.19111  0.01625  -1.91828
H  1.40542  0.15235  1.75155
H  0.88385  -1.50516  1.78951
H  -1.36267  -1.50430  2.01723
H  -2.53205  -0.93187  0.66456

Molecular weight: 109.13 g/mol
Charge: 0
E_tot: -358.9271 Eh
Gap between HOMO and LUMO: 9.77 eV
E_HOMO: -0.3470 hartree
SMILES: [H]/N=C1\NC=NCC1=C
LUMO level: 0.33 eV
Multiplicity: 1

---

5.
C5H7N3 | the ωB97M-V functional and the def2-TZVPD basis

CARTESIAN COORDINATES (ANGSTROEM)
C  1.11540  -1.59027  -1.30770
C  0.87429  -0.55206  -0.06550
N  0.99600  -0.71165  1.33562
N  0.25912  0.03581  2.06948
C  -0.60269  0.57664  1.28883
C  -0.18737  0.28702  -0.07401
C  -1.26873  1.31644  -0.59344
N  -1.67367  1.55043  0.97353
H  2.24694  -1.54049  -1.69992
H  0.14155  -1.35488  -1.96489
H  1.06177  -2.61009  -1.06732
H  1.67877  -1.26742  1.69826
H  -0.95558  2.26620  -1.00425
H  -2.25237  1.18464  -1.02167
H  -1.43343  2.40966  1.43297

Molecular weight: 109.13 g/mol
Charge: 0
E_tot: -358.8165 Eh
Gap between HOMO and LUMO: 9.15 eV
E_HOMO: -0.3061 hartree
SMILES: Cc1[nH]nc2c1CN2
LUMO level: 0.82 eV
Multiplicity: 1

---

6.
C5H7N3 | the ωB97M-V functional and the def2-TZVPD basis

CARTESIAN COORDINATES (ANGSTROEM)
H  0.10195  -2.67791  0.62327
N  -0.24584  -1.85283  1.17606
C  0.20909  -0.85890  0.55390
C  1.28029  -0.92049  -0.58074
C  1.53171  0.09074  -1.45490
N  0.74222  1.25897  -1.38093
N  -0.15611  1.44313  -0.44263
C  -0.38776  0.52081  0.53119
C  -1.60353  0.83625  1.37674
H  1.84713  -1.83868  -0.69063
H  2.10597  -0.20363  -2.29336
H  0.54409  1.79146  -2.33120
H  -2.15642  -0.10373  1.25353
H  -1.20086  0.94545  2.55455
H  -2.61193  1.56935  1.10516

Molecular weight: 109.13 g/mol
Charge: 0
E_tot: -358.8662 Eh
Gap between HOMO and LUMO: 8.97 eV
E_HOMO: -0.3034 hartree
SMILES: [H]/N=c1\cc[nH]nc1C
LUMO level: 0.71 eV
Multiplicity: 1

---

7.
C5H7N3 | the ωB97M-V functional and the def2-TZVPD basis

CARTESIAN COORDINATES (ANGSTROEM)
C  2.51903  -0.27897  -0.02546
C  0.42634  0.89640  -0.31848
C  -0.95252  0.56112  -0.29829
C  -2.36465  0.55104  0.03585
C  -0.83684  -0.71277  -0.22831
H  3.00297  0.13436  1.26546
H  2.88182  -1.41743  -0.31716
H  3.12022  0.56630  -0.69346
H  1.15760  1.85913  -0.14491
H  -3.01354  0.78606  -0.66926
H  -2.31245  1.19845  1.05320
H  -2.73812  -1.47481  0.72370
N  1.11386  -0.24603  -0.01865
N  -2.27365  -1.06008  -0.15760
N  0.26994  -1.36276  -0.20662

Molecular weight: 109.13 g/mol
Charge: 0
E_tot: -358.7358 Eh
Gap between HOMO and LUMO: 9.51 eV
E_HOMO: -0.3207 hartree
LUMO level: 0.78 eV
Multiplicity: 1

---

8.
C5H7N3 | the ωB97M-V functional and the def2-TZVPD basis

CARTESIAN COORDINATES (ANGSTROEM)
C  0.72506  2.66950  2.01394
C  0.56750  1.70320  0.89865
N  0.72264  0.41557  0.90707
N  0.81000  -0.10814  -0.43771
C  1.05140  -1.58583  -0.31226
C  -0.46916  -1.08884  -0.38015
C  -1.51493  -1.33035  -1.40309
N  -2.47981  -1.48382  -2.14225
H  0.58486  1.91592  2.89566
H  1.79040  2.99385  2.10662
H  0.20712  3.79667  1.92147
H  0.20567  2.08816  -0.10516
H  1.33101  -2.03072  0.53846
H  1.31220  -2.05482  -1.27776
H  -0.96023  -0.68036  0.72839

Molecular weight: 109.13 g/mol
Charge: 0
E_tot: -358.7913 Eh
Gap between HOMO and LUMO: 10.38 eV
E_HOMO: -0.3547 hartree
SMILES: C/C=N/N1C[C@@H]1C#N
LUMO level: 0.72 eV
Multiplicity: 1

---

9.
C5H7N3 | the ωB97M-V functional and the def2-TZVPD basis

CARTESIAN COORDINATES (ANGSTROEM)
C  2.61348  0.27033  -0.08801
C  2.16382  -1.18937  0.01191
C  0.43856  0.12775  -0.00813
C  -0.83025  0.49245  -0.08607
C  -1.60741  1.69311  -0.04492
N  1.54414  0.97936  -0.08539
N  -2.24449  -1.86495  -0.09334
N  0.88001  -1.22085  0.01356
H  3.53363  0.66391  -0.23911
H  2.74564  -2.07549  0.04004
H  -2.31209  1.85920  -0.90700
H  -1.03587  2.63530  0.06916
H  -2.22609  1.60435  0.82204
H  -1.32408  -2.05027  -0.35456
H  -2.33900  -1.92484  0.94983

Molecular weight: 109.13 g/mol
Charge: 0
E_tot: -358.7649 Eh
Gap between HOMO and LUMO (alpha / beta): 7.24 / 7.24 eV
E_HOMO (alpha / beta): -0.3271 / -0.3271 hartree
LUMO level (alpha / beta): -1.66 / -1.66 eV
Multiplicity: 1

---

Question: multiplicity of number 3 (C5H7N3)?
Answer: 1